Density functional theory data (the ωB97M-V functional and the def2-TZVPD basis) for one molecule with the formula C15H23NO2.

## Properties
HOMO, eV: -8.86
Energy above the lowest of the compared OMol25 structures with the same formula, charge and spin, kJ/mol: 38.75
Spin multiplicity: 1
Electronic energy, eV: -21514.1060

Atoms and positions in Å:
C 1.298 2.413 -1.804
H 0.496 2.757 -1.156
H 1.661 3.266 -2.372
H 0.887 1.684 -2.500
C 2.436 1.793 -0.997
C 3.608 1.466 -1.922
H 3.955 2.363 -2.431
H 4.441 1.050 -1.359
H 3.305 0.741 -2.674
C 1.985 0.521 -0.271
H 1.541 -0.165 -0.998
C 0.973 0.784 0.839
N 0.606 -0.457 1.486
C 0.244 -0.540 2.785
O 0.339 0.386 3.564
C -0.317 -1.903 3.172
H 0.015 -2.661 2.463
H 0.046 -2.161 4.167
C -1.852 -1.854 3.198
C -2.430 -1.185 1.951
O -1.935 -1.846 0.801
C -1.876 -1.168 -0.379
C -2.502 0.046 -0.636
C -2.337 0.659 -1.868
C -1.563 0.074 -2.853
C -0.956 -1.147 -2.606
C -1.106 -1.763 -1.381
H -0.639 -2.715 -1.175
H -0.355 -1.619 -3.370
H -1.441 0.561 -3.808
H -2.824 1.604 -2.054
H -3.124 0.517 0.109
H -3.528 -1.237 1.970
H -2.130 -0.131 1.942
H -2.184 -1.279 4.063
H -2.240 -2.870 3.282
H 0.407 -1.233 0.874
H 0.076 1.260 0.424
H 1.388 1.439 1.608
H 2.858 0.031 0.167
H 2.774 2.518 -0.250